This record from OMol25 describes 4 unconnected molecules or ions with the total composition C5H17NO5 in a non-equilibrium geometry. The level of theory is wB97M-V/def2-TZVPD.

XYZ file:
```
28
C5H17NO5 (wB97M-V/def2-TZVPD)
H -0.665 -2.067 -0.160
H -2.947 0.142 1.746
O -0.459 4.280 1.103
C -1.998 -0.161 -0.685
C -0.600 -0.078 -0.226
H -1.043 3.645 1.405
H 3.194 -2.987 -0.625
H -1.606 0.738 -2.429
H 1.517 -2.172 1.226
H 0.255 -1.623 -1.590
H 1.895 2.904 -0.400
N -2.128 0.150 -1.982
C 1.402 -2.032 0.116
H 2.610 -0.418 -0.971
H 1.479 -3.108 -0.284
O -2.871 -0.708 -0.018
O 1.141 2.521 -0.045
H -3.034 -0.251 -2.325
H -2.978 -0.386 3.189
H -0.710 0.004 0.939
C 0.102 -1.447 -0.567
H -0.020 0.826 -0.362
O 3.647 -2.090 -0.601
H 2.974 -0.466 0.662
O -3.256 0.351 2.612
C 2.600 -1.164 -0.258
H 0.126 3.916 0.375
H 1.371 1.682 0.154
```

HOMO-LUMO gap ... 10.75 eV
Multiplicity ... 1
SMILES ... NC(=O)CCCCO.O.O.O
Max |F| ... 0.169 hartree/bohr
Energy above the lowest of the compared OMol25 structures with the same formula, charge and spin ... 325.63 kJ/mol
E_tot ... -17185.9914 eV

Löwdin population analysis, charges in e, atoms 1 to 6: 0.0956, -0.0479, -0.0653, -0.5628, -0.1051, -0.0236